{
  "formula": "C2H6N3",
  "method": "the ωB97M-V functional and the def2-TZVPD basis",
  "charge": 1,
  "smiles": "[H]/N=C(\\N)C=[NH2+]",
  "homo_energy_ev": -14.248,
  "lumo_ev": -5.860,
  "e_above_lowest_kcal_mol": 35.8,
  "fmax_ev_per_a": 3.9,
  "symbols": ["N", "N", "N", "C", "C", "H", "H", "H", "H", "H", "H"],
  "positions_angstrom": [[-0.490, -1.356, -0.768], [1.960, 0.095, 0.109], [-1.580, 0.409, 0.298], [-0.475, -0.264, -0.078], [0.791, 0.528, 0.191], [2.063, -0.964, -0.027], [2.862, 0.584, 0.141], [-2.362, -0.146, 0.061], [0.588, 1.578, 0.194], [-1.531, -1.650, -0.949], [-1.825, 1.185, 0.828]],
  "nbo_charge": [-0.611, -0.564, -0.789, 0.327, 0.280, 0.464, 0.463, 0.400, 0.234, 0.369, 0.427]
}